81
Properties=species:S:1:pos:R:3:forces:R:3:mulliken_charge:R:1 method="wB97M-V/def2-TZVPD" charge=-2 largest_force_ev_per_a=0.7 total_energy_ev=-354037.2271 lumo_energy_ev="3.64 / 3.01" spin_multiplicity=6 homo_lumo_gap_ev="6.4 / 5.8"
Ru -1.4637 0.4116 2.2489 0.3422 -0.6301 0.0138 1.664
O -2.9373 -0.7143 1.5387 0.1814 0.0230 0.0338 -1.108
C -2.8032 -1.4420 0.4477 0.0264 0.0814 -0.0644 -0.110
C -3.8175 -1.3828 -0.5220 -0.0145 -0.0472 -0.0018 -0.326
C -3.7465 -2.1351 -1.6747 0.0002 -0.0225 0.0040 -0.470
C -2.6633 -2.9846 -1.8997 0.0022 0.0073 0.0134 -0.699
C -1.6585 -3.0467 -0.9539 -0.0095 0.0055 0.0280 -0.021
C -1.7021 -2.2826 0.2137 0.0234 -0.0237 0.0209 0.591
C -0.6125 -2.3488 1.1810 -0.0083 0.0228 -0.0161 -0.498
N -0.2485 -1.4223 2.0538 -0.0819 -0.1044 -0.1067 1.662
C 0.8496 -1.9028 2.7288 0.0095 0.0709 -0.0431 -0.950
C 1.1564 -3.1317 2.2530 -0.0015 -0.0035 0.0105 -1.400
N 0.2216 -3.4044 1.2755 -0.0002 -0.0221 -0.0212 0.062
H -4.6400 -0.7055 -0.3337 0.0015 0.0035 0.0042 0.464
H -4.5315 -2.0520 -2.4174 0.0020 0.0010 -0.0020 0.420
H -2.5937 -3.5633 -2.8121 0.0025 0.0014 -0.0002 0.346
H -0.7922 -3.6730 -1.1358 0.0003 -0.0014 -0.0281 0.035
H 1.3174 -1.3341 3.5058 0.0125 0.0092 0.0055 0.692
H 1.9114 -3.8377 2.5449 0.0059 -0.0073 -0.0054 0.507
H 0.1330 -4.2517 0.7465 -0.0016 0.0141 0.0299 0.228
O -0.2871 2.6939 -1.0067 -0.0020 -0.0016 0.0275 -0.705
S -1.0356 1.4981 -0.6900 -0.1418 0.1980 -0.1487 1.063
O -2.3598 1.7143 -0.1374 -0.1445 0.0616 -0.0425 -0.858
O -0.3001 0.5253 0.1385 0.0559 -0.0826 0.2083 1.055
C -1.2564 0.6555 -2.2523 0.0176 -0.0298 0.0024 -0.337
C -2.3814 1.0271 -2.9759 -0.0154 -0.0038 0.0027 -0.735
C -2.6158 0.5045 -4.2362 -0.0011 0.0263 0.0032 -0.849
C -1.7036 -0.3863 -4.7773 0.0150 -0.0052 0.0057 -0.667
C -0.5829 -0.7612 -4.0517 -0.0273 0.0055 0.0165 -0.784
C -0.3344 -0.2676 -2.7685 0.0808 0.0671 -0.0263 0.785
P 1.0831 -0.9098 -1.7546 -0.0292 -0.0402 0.0143 1.036
C 2.0494 -1.8279 -3.0458 -0.0697 -0.0865 0.0246 -0.288
C 3.1765 -1.3575 -3.7144 0.0024 0.0319 -0.0059 -0.537
C 3.8787 -2.1730 -4.5950 0.0030 0.0219 0.0106 -0.758
C 3.4661 -3.4751 -4.8289 0.0017 -0.0221 0.0070 -0.482
C 2.3496 -3.9659 -4.1632 0.0108 0.0105 -0.0196 -0.719
C 1.6641 -3.1534 -3.2745 -0.0307 0.0407 -0.0346 0.090
C 2.1274 0.5748 -1.5560 -0.0153 0.0331 -0.0334 0.501
C 2.1794 1.6174 -2.4777 0.0358 -0.0327 -0.0404 -0.137
C 3.0129 2.7035 -2.2627 0.0169 -0.0169 0.0057 -0.676
C 3.7970 2.7582 -1.1174 -0.0108 0.0085 -0.0036 -0.618
C 3.7316 1.7351 -0.1833 -0.0062 0.0096 -0.0045 -0.292
C 2.8922 0.6512 -0.3970 0.0173 0.0081 0.0093 -0.766
H -3.0736 1.7230 -2.5195 -0.0042 -0.0070 -0.0033 0.539
H -3.5001 0.7959 -4.7897 -0.0039 -0.0070 0.0012 0.366
H -1.8590 -0.7989 -5.7675 -0.0036 0.0004 0.0000 0.369
H 0.1104 -1.4554 -4.5025 0.0459 -0.0597 -0.0047 0.363
H 3.5177 -0.3457 -3.5400 -0.0045 0.0246 0.0015 0.362
H 4.7559 -1.7844 -5.0989 -0.0013 0.0042 0.0008 0.396
H 4.0163 -4.1085 -5.5144 -0.0061 0.0022 -0.0029 0.353
H 2.0201 -4.9846 -4.3292 -0.0001 -0.0018 0.0051 0.410
H 0.8000 -3.5461 -2.7494 0.0054 0.0031 0.0105 0.228
H 1.5458 1.5891 -3.3577 0.0088 0.0005 0.0193 0.409
H 3.0338 3.5178 -2.9772 -0.0057 -0.0034 0.0053 0.405
H 4.4375 3.6145 -0.9400 0.0006 -0.0016 0.0000 0.332
H 4.3065 1.7883 0.7318 0.0057 0.0033 0.0185 0.421
H 2.7964 -0.1126 0.3647 -0.0166 -0.0100 0.0224 0.114
F 0.8023 -2.0548 5.7795 0.0148 -0.0232 0.0009 -0.396
B -0.4861 -1.5646 5.5112 -0.0027 -0.0785 0.1105 0.211
F -0.3776 -0.3394 4.7937 -0.1110 0.1217 -0.1797 -0.148
F -1.2116 -2.4847 4.7412 0.0302 0.0118 -0.0028 -0.347
F -1.1634 -1.3085 6.7142 -0.0238 -0.0247 0.0129 -0.420
Se -2.3979 1.7615 7.6373 -0.0320 -0.0580 -0.0536 -0.579
Sb -3.6543 0.2580 6.2808 -0.0362 0.3340 -0.2049 0.842
Se -6.0755 0.6599 6.0780 0.0834 -0.0254 -0.0165 -0.564
Se -4.3410 -2.0540 6.4174 0.0389 -0.0566 -0.0423 -0.423
Se -3.1741 1.1624 3.7327 -0.3313 0.1227 0.4569 -0.147
C -0.6453 5.6489 2.2377 -0.0078 0.0041 0.0175 -1.009
N 0.0209 4.3847 2.4803 -0.0112 -0.0144 0.0005 0.238
C 1.3783 4.2870 2.5389 0.0421 0.0007 0.0181 0.038
C 1.9872 3.1036 2.6371 0.0007 0.0158 0.0176 -0.992
C 1.1966 1.8757 2.6281 -0.0576 0.0250 -0.0473 0.273
O 1.7298 0.7793 2.6355 0.0336 -0.0904 -0.0154 -0.478
N -0.1853 2.0187 2.6055 0.1313 0.1920 0.0102 0.356
C -0.7848 3.2454 2.5102 0.0150 0.0330 0.0158 0.084
O -1.9953 3.3993 2.4307 -0.0503 0.0004 -0.0140 -0.631
H 0.0820 6.4500 2.3646 -0.0013 0.0005 -0.0069 0.325
H -1.4646 5.7796 2.9410 0.0012 0.0043 0.0037 0.296
H -1.0547 5.6796 1.2268 -0.0075 -0.0032 0.0048 0.290
H 1.9176 5.2255 2.5076 -0.0049 0.0021 -0.0070 0.291
H 3.0596 3.0170 2.6986 0.0104 -0.0209 -0.0056 0.414